(1)
{"formula": "C29H55Cl24O6PS2", "method": "wB97M-V/def2-TZVPD", "lumo_energy_ev": -1.7640, "homo_energy_ev": -8.33, "homo_lumo_gap_ev": 6.57, "multiplicity": 1, "species": ["Cl", "Cl", "O", "H", "H", "H", "C", "S", "C", "H", "H", "H", "H", "H", "Cl", "H", "S", "H", "C", "H", "H", "H", "O", "H", "C", "C", "C", "Cl", "Cl", "H", "H", "H", "H", "H", "H", "C", "H", "H", "H", "H", "H", "P", "H", "H", "C", "C", "H", "H", "H", "O", "C", "Cl", "H", "Cl", "H", "O", "O", "H", "Cl", "Cl", "H", "Cl", "C", "C", "C", "Cl", "C", "H", "Cl", "H", "C", "O", "Cl", "H", "C", "C", "H", "C", "H", "H", "H", "H", "C", "H", "C", "C", "H", "H", "H", "H", "C", "Cl", "C", "C", "Cl", "C", "C", "C", "Cl", "H", "H", "H", "H", "H", "C", "H", "C", "Cl", "Cl", "H", "H", "Cl", "Cl", "Cl", "Cl", "Cl", "Cl"], "coordinates": [[7.325, -7.241, 4.444], [-3.753, 7.659, -4.345], [-3.013, 0.623, 0.699], [-0.090, 7.561, -3.799], [-5.718, -2.929, 1.664], [5.439, -0.683, -1.475], [-1.139, 7.359, -3.564], [-1.908, 0.080, 3.372], [-3.621, -0.468, -2.232], [3.756, 8.671, 2.123], [4.969, 10.726, 1.220], [8.966, -10.524, 4.941], [2.690, 10.052, 1.814], [2.556, -1.781, -1.317], [9.721, -9.277, 3.105], [9.019, -13.161, 2.322], [-0.167, -3.690, 1.073], [10.702, -14.028, 4.763], [-2.039, 8.106, -4.535], [6.977, -9.254, 5.594], [-3.234, 0.627, -2.513], [-7.254, 7.317, -3.474], [-1.118, -2.861, 2.222], [2.129, 4.140, -0.078], [-5.545, 3.663, -1.507], [4.444, 10.025, 0.564], [-2.494, -2.854, -1.402], [5.667, 8.890, -0.061], [8.778, -12.726, 5.188], [0.118, 2.572, -0.034], [9.498, -8.906, 5.427], [0.317, -0.123, 1.827], [-5.514, 3.395, 0.652], [-3.396, -2.814, 3.518], [10.783, -12.426, 4.012], [-8.926, -3.270, 0.763], [6.913, -9.487, 3.839], [-9.058, -4.177, 1.360], [-4.171, -0.846, -3.211], [-9.626, -2.515, 1.133], [-8.399, -4.258, -1.103], [-1.886, -0.457, 1.455], [-1.690, -3.550, -1.946], [4.946, -2.284, -2.052], [1.207, 4.392, 0.454], [3.345, 9.315, 1.340], [-1.417, -0.724, -1.346], [-1.761, 7.860, -5.564], [1.143, 2.461, 1.407], [-1.499, -4.366, 0.225], [0.473, 3.119, 0.845], [4.171, -9.061, 3.005], [-7.717, 8.899, -5.420], [-3.771, 3.738, -1.652], [2.530, -8.025, 1.691], [-0.211, -0.135, 0.954], [0.548, -2.900, -0.058], [-5.906, 4.696, -1.506], [-7.354, 8.910, -1.733], [-1.398, 7.871, -1.877], [-7.911, 10.230, -4.266], [4.138, -0.580, -3.444], [9.670, -13.861, 2.855], [8.918, -9.462, 4.684], [3.927, 8.810, -3.371], [-0.928, 3.446, 1.896], [4.597, -1.265, -1.865], [1.473, 4.990, 1.331], [-9.168, -2.109, -1.712], [3.707, 6.656, -3.581], [3.433, -1.287, -0.888], [0.804, -4.810, 1.545], [1.873, 7.602, -4.732], [3.761, -6.182, 2.952], [10.136, -13.291, 4.185], [7.469, -9.004, 4.649], [-6.046, 8.600, -3.654], [-7.096, 8.398, -3.420], [-5.411, -0.964, 1.898], [-7.072, 3.050, -0.117], [1.996, -6.063, 3.055], [-10.138, -4.055, -0.835], [-7.995, 9.145, -4.391], [4.040, 10.589, -0.282], [2.706, -8.076, 2.769], [-5.988, 2.961, -0.233], [10.534, -14.075, 2.218], [-4.335, -0.384, -1.307], [4.566, 8.792, -2.484], [-1.955, 9.191, -4.410], [-9.161, -3.580, -0.707], [2.951, 0.350, -0.376], [-2.236, -1.351, -1.906], [-2.505, -3.241, 0.155], [0.243, 5.415, -0.641], [3.087, 7.545, -3.429], [-2.255, -2.284, 1.423], [2.860, -6.673, 3.334], [-5.615, 1.219, -0.261], [3.719, -1.830, 0.018], [2.538, 7.420, -2.491], [1.864, -8.605, 3.227], [-3.569, -3.771, 0.331], [-1.298, 6.278, -3.618], [-4.983, -2.049, 1.998], [-3.886, 0.571, 1.186], [-3.601, -2.424, 2.410], [5.006, 8.967, -4.780], [8.785, -15.395, 3.054], [3.302, 9.708, -3.321], [-5.938, 3.166, -2.399], [2.942, -6.669, 5.113], [2.316, 8.315, 0.285], [-4.151, -3.451, -2.098], [-9.709, 8.698, -4.200], [-1.478, -1.558, -3.637], [-7.271, -2.688, 1.072]], "forces_ev_per_angstrom": [[0.0, 0.0, 0.0], [-0.1, 0.0, 0.0], [2.1, -2.9, 0.6], [-0.7, 0.0, 0.2], [2.7, 1.5, 3.1], [-0.2, 0.0, -0.1], [-0.1, 0.0, -0.2], [-0.1, -0.9, -1.0], [1.0, 0.9, -0.3], [0.0, 0.1, -0.3], [-0.1, -0.2, 0.0], [-0.1, 0.6, -0.2], [0.1, -0.1, -0.1], [0.2, 0.2, 0.1], [0.1, 0.0, -0.1], [0.1, -0.1, 0.2], [4.3, -2.6, -4.7], [-0.2, 0.1, -0.1], [0.5, 0.1, 0.0], [0.1, 0.0, -0.1], [-0.9, -2.3, 0.9], [-0.1, 0.3, 0.0], [0.7, -0.7, -2.9], [-0.2, -0.1, 0.1], [-0.2, 0.0, 0.0], [-0.2, 0.2, 0.2], [0.9, 0.0, -1.0], [0.0, 0.0, 0.0], [-0.1, -0.6, 0.1], [0.0, 0.2, 0.2], [-0.2, 0.0, -0.2], [-1.5, 0.1, -1.6], [0.0, -0.1, -0.3], [-0.4, -0.5, -3.0], [-0.2, -0.1, -0.1], [-0.5, -0.2, -0.4], [0.2, 0.2, 0.1], [0.1, 0.1, -0.1], [1.2, 0.4, 2.4], [0.2, -0.1, -0.1], [-0.1, 0.2, 0.1], [1.5, 4.2, 2.2], [-1.9, 1.6, 1.5], [-0.2, 0.1, 0.1], [0.2, -0.2, 0.1], [0.2, 0.2, 0.2], [-1.7, -1.5, -0.8], [0.0, 0.0, 0.2], [0.0, 0.2, -0.1], [0.8, 2.4, 2.6], [0.2, 0.0, -0.2], [0.0, -0.1, 0.0], [0.0, 0.0, 0.2], [0.0, -0.1, 0.0], [0.1, 0.1, 0.2], [-2.8, -0.8, 1.1], [-3.1, -1.5, 4.7], [0.0, -0.2, 0.1], [0.0, 0.0, 0.0], [-0.2, 0.2, 0.0], [0.0, -0.3, 0.1], [0.0, 0.0, 0.0], [0.1, 0.2, 0.0], [-0.2, 0.0, 0.4], [-0.2, 0.0, 0.3], [0.0, 0.1, -0.1], [0.1, -0.1, 0.3], [-0.2, -0.1, -0.2], [0.1, 0.0, 0.0], [-0.1, 0.2, -0.1], [0.1, -0.4, -0.1], [-4.7, 4.2, -0.4], [0.6, 0.0, -0.4], [-0.1, -0.2, 0.1], [0.4, -0.1, -0.3], [0.1, -0.3, 0.0], [-0.3, 0.1, 0.0], [0.1, 0.0, -0.3], [1.5, -1.9, -1.3], [0.2, 0.0, -0.1], [0.1, -0.2, 0.0], [0.1, 0.1, 0.1], [0.3, 0.0, 0.0], [0.0, -0.2, 0.1], [-0.3, 0.3, -0.1], [-0.2, 0.6, 0.1], [-0.1, 0.0, 0.2], [1.7, -0.5, -2.1], [-0.2, -0.1, -0.2], [-0.1, -0.3, 0.1], [-0.1, -0.2, 0.1], [0.0, 0.1, 0.0], [-1.2, 0.7, -1.2], [-1.4, -2.1, -0.5], [0.1, 0.0, 0.1], [0.3, 0.0, 0.4], [-1.2, 0.0, 1.2], [-0.1, 0.0, -0.3], [-0.7, 0.3, 0.1], [0.0, 0.1, -0.2], [0.1, 0.1, -0.1], [0.3, 0.1, 0.0], [2.7, 1.3, -0.2], [-0.1, 0.2, 0.0], [3.1, -0.5, 0.8], [1.3, 0.0, -0.4], [-1.7, 0.7, -0.4], [0.0, 0.0, -0.1], [0.0, 0.0, 0.0], [0.1, -0.2, -0.1], [0.1, 0.0, 0.2], [0.1, 0.0, 0.0], [0.0, -0.1, 0.0], [1.5, 0.4, 0.6], [0.0, 0.0, 0.0], [-0.4, 0.2, 1.4], [-3.1, 0.0, -1.0]]}

(2)
{"formula": "C5H9NO", "method": "wB97M-V/def2-TZVPD", "lumo_energy_ev": 0.9763, "homo_energy_ev": -9.13, "homo_lumo_gap_ev": 10.10, "multiplicity": 1, "smiles": "C[C@H]1N[C@H]1[C@H]1CO1", "species": ["C", "H", "O", "C", "C", "H", "H", "H", "H", "C", "H", "C", "N", "H", "H", "H"], "coordinates": [[2.105, 0.349, -1.058], [1.193, -1.601, -0.655], [2.546, -0.133, 0.184], [-2.108, 0.070, -0.288], [-1.102, 0.438, 0.758], [-1.830, -0.866, -0.787], [2.731, -0.042, -1.848], [1.039, 0.793, 1.089], [1.741, 1.370, -1.145], [1.259, -0.569, -0.306], [-1.310, 1.369, 1.292], [0.327, 0.097, 0.671], [-0.527, -0.575, 1.649], [-0.802, -1.501, 1.323], [-2.169, 0.852, -1.052], [-3.093, -0.050, 0.172]], "forces_ev_per_angstrom": [[-0.1, 0.1, -0.5], [-0.1, 0.2, 0.4], [0.7, -0.7, -0.2], [0.0, -0.1, -0.1], [-0.1, 0.2, -0.2], [-0.1, 0.1, 0.1], [-0.3, 0.2, -0.5], [-0.6, 0.4, 0.7], [0.4, 0.1, 0.2], [-0.2, -0.1, 0.3], [0.0, -0.2, -0.2], [0.2, 0.1, 0.0], [-0.1, -0.2, 0.2], [0.2, 0.1, -0.1], [-0.1, -0.1, 0.1], [0.0, 0.0, -0.2]]}

(3)
{"formula": "CH3N2OP", "method": "wB97M-V/def2-TZVPD", "lumo_energy_ev": [-1.3470, -1.3466], "homo_energy_ev": [-8.88, -8.88], "homo_lumo_gap_ev": [7.54, 7.54], "multiplicity": 1, "species": ["N", "C", "P", "H", "H", "H", "N", "O"], "coordinates": [[0.277, -1.556, 0.245], [-0.960, 0.419, 0.330], [1.858, -1.019, 0.048], [-0.501, 1.105, 1.010], [1.782, -1.517, -1.322], [-1.705, 0.820, -0.351], [-0.614, -0.797, 0.157], [1.536, 0.462, 0.029]], "forces_ev_per_angstrom": [[-0.9, -4.4, 0.5], [-0.5, -0.2, -1.4], [1.1, 2.3, -0.9], [0.3, -0.3, 0.9], [0.3, -0.3, 0.3], [0.0, -0.2, 0.1], [-2.0, 2.7, 0.6], [1.7, 0.4, -0.1]]}

(4)
{"formula": "CH4NO3S2", "method": "wB97M-V/def2-TZVPD", "lumo_energy_ev": 3.1854, "homo_energy_ev": -4.86, "homo_lumo_gap_ev": 8.04, "multiplicity": 1, "total_charge": -1, "smiles": "NSCS(=O)(=O)[O-]", "species": ["O", "H", "S", "S", "H", "O", "O", "H", "H", "N", "C"], "coordinates": [[2.703, -0.968, 0.715], [1.064, 0.931, 0.915], [1.343, -1.400, 0.402], [-0.582, 0.294, -1.235], [-2.503, 1.176, -0.351], [1.067, -1.694, -1.013], [0.755, -2.311, 1.367], [-1.951, 2.128, -1.826], [-0.433, 0.014, 1.345], [-1.780, 1.687, -0.909], [0.316, 0.143, 0.590]], "forces_ev_per_angstrom": [[-0.3, -0.4, -0.3], [-1.2, -0.5, -1.0], [-1.1, 1.5, -0.3], [0.2, 1.4, 2.7], [0.1, 1.3, -1.7], [0.7, -0.6, 0.5], [0.2, -0.4, -0.1], [-0.7, -0.7, 1.0], [-0.5, -0.1, 0.2], [1.5, -1.9, 0.6], [1.0, 0.4, -1.8]]}

These records have E values of -13771.4589 -325.8041 -565.8823 -1117.3775 Ha, in the order they appear.